1.
Here is 2 unconnected molecules or ions with the total composition C3H5F2NS from the Open Molecules 2025 dataset. Energies are from ωB97M-V/def2-TZVPD.

As for the energy above the lowest of the compared OMol25 structures with the same formula, charge and spin: 64.5 kcal per mole. The value obtained for the HOMO energy is -8.46 eV. Its net charge is 0. The lowest unoccupied orbital energy comes out at 0.77 eV. As for the HOMO-LUMO gap: 9.236 eV.

Element x y z (Å)
C1 -0.2471 -1.4256 -1.3188
C2 0.1500 1.8399 1.7088
C3 1.2191 1.0793 1.4314
N1 -0.8791 -0.5719 -2.1125
F1 1.5400 -0.0053 2.1679
F2 2.0399 1.2262 0.4815
S1 -1.2109 -2.8038 -0.8769
H1 -0.4176 1.7033 2.5497
H2 -0.1726 -3.5653 -0.2878
H3 0.1971 2.8850 1.3213
H4 -0.3307 0.2079 -2.5181
H5 -1.8881 -0.5699 -2.5464

***

2.
Here is 2 unconnected molecules or ions with the total composition C3H5F3S from the Open Molecules 2025 dataset. Energies are from ωB97M-V/def2-TZVPD.

As for the energy above the lowest of the compared OMol25 structures with the same formula, charge and spin: 22.9 kcal per mole. The value obtained for the HOMO energy is -8.38 eV. Its SMILES is CC(S)=C(F)F.F. Its net charge is 0. The lowest unoccupied orbital energy comes out at 0.61 eV. As for the HOMO-LUMO gap: 8.988 eV.

Element x y z (Å)
C1 0.4845 -0.5980 1.4251
C2 -0.5002 -0.1772 0.4269
S1 -1.1868 -1.4862 -0.5423
C3 -0.8743 1.0779 0.1087
F1 -1.5006 1.4456 -0.9842
F2 -0.4747 2.1420 0.7362
H1 0.4780 -1.6681 1.5908
H2 1.4050 -0.6237 0.8848
H3 0.5135 -0.0613 2.3463
H4 -1.8151 -0.5781 -1.2063
F3 2.0094 0.4263 -2.0589
H5 1.4614 0.1008 -2.7271

***

3.
Here is a molecular structure, C3H5F6NO4ReS2 from the Open Molecules 2025 dataset. Energies are from ωB97M-V/def2-TZVPD.

The spin multiplicity is 4. As for the energy above the lowest of the compared OMol25 structures with the same formula, charge and spin: 0.0 kcal per mole. The value obtained for the HOMO energy (alpha / beta) is -17.71 / -20.50 eV. As for the expectation value of S²: 3.77. Its net charge is +2. The lowest unoccupied orbital energy (alpha / beta) comes out at -10.59 / -15.40 eV. As for the HOMO-LUMO gap (alpha / beta): 7.125 / 5.095 eV.

Element x y z (Å)
Re1 -0.8100 0.7044 -0.8580
C1 -0.2477 -0.5328 -2.6594
H1 0.7825 -0.6004 -2.2194
H2 -0.5336 -1.5849 -2.7900
H3 -0.0151 -0.0272 -3.6058
H4 -1.2540 -0.1903 -2.6645
H5 -2.4341 0.7280 -1.2820
F1 0.7294 -3.6952 0.9127
C2 1.1275 -2.4090 0.9736
F2 1.9522 -2.2467 2.0269
F3 1.7857 -2.0911 -0.1614
S1 -0.4114 -1.3436 1.1635
O1 -1.2033 -1.4975 -0.0842
O2 -1.0058 -1.6440 2.4190
N1 0.3026 0.1429 0.9871
S2 -0.6001 1.2774 1.9148
O3 -0.3914 2.1334 -1.6485
O4 -1.7696 1.5154 0.8884
C3 0.7497 2.5912 1.6774
F4 1.3657 2.6846 2.8822
F5 1.6804 2.2981 0.7512
F6 0.2004 3.7875 1.3762

***

4.
Here is a molecular structure, C3H5FN2 from the Open Molecules 2025 dataset. Energies are from ωB97M-V/def2-TZVPD.

As for the energy above the lowest of the compared OMol25 structures with the same formula, charge and spin: 57.8 kcal per mole. The value obtained for the HOMO energy is -9.49 eV. Its net charge is 0. The lowest unoccupied orbital energy comes out at 0.85 eV. As for the HOMO-LUMO gap: 10.337 eV.

Element x y z (Å)
C1 -1.5066 0.2438 -0.2028
C2 1.4231 -0.2188 -0.2800
C3 0.3385 0.5574 0.3975
N1 -2.3084 -0.2000 0.6588
N2 1.6737 -1.3867 0.0882
F1 0.4507 1.8583 0.1779
H1 -1.6522 0.4707 -1.2605
H2 1.9885 0.4488 -0.9530
H3 0.4381 0.2840 1.5064
H4 -3.2180 -0.0966 0.2930
H5 2.3727 -1.9609 -0.4256

***

5.
Here is 2 unconnected molecules or ions with the total composition C3H5FN2 from the Open Molecules 2025 dataset. Energies are from ωB97M-V/def2-TZVPD.

As for the energy above the lowest of the compared OMol25 structures with the same formula, charge and spin: 70.9 kcal per mole. The value obtained for the HOMO energy is -10.63 eV. Its SMILES is C/C=N/F.C#N. Its net charge is 0. The lowest unoccupied orbital energy comes out at 1.22 eV. As for the HOMO-LUMO gap: 11.854 eV.

Element x y z (Å)
C1 -1.0050 1.1933 0.0253
C2 0.4401 0.8772 -0.3724
N1 1.2530 0.6657 0.5890
F1 2.5066 0.3192 0.1900
H1 -1.4217 2.1896 -0.4800
H2 -1.6396 0.3874 -0.2303
H3 -0.9740 1.2902 1.0685
H4 0.5829 0.6265 -1.3530
C3 2.2858 -2.2885 -0.0092
N2 1.2291 -1.9479 -0.2431
H5 3.1797 -2.7835 0.0412

***

6.
Here is 2 unconnected molecules or ions with the total composition C3H5FN2 from the Open Molecules 2025 dataset. Energies are from ωB97M-V/def2-TZVPD.

As for the energy above the lowest of the compared OMol25 structures with the same formula, charge and spin: 90.1 kcal per mole. The value obtained for the HOMO energy is -8.77 eV. Its SMILES is C=C=N.C=NF. Its net charge is 0. The lowest unoccupied orbital energy comes out at 1.05 eV. As for the HOMO-LUMO gap: 9.812 eV.

Element x y z (Å)
C1 -0.9975 -0.3044 -1.1614
C2 -1.8063 -0.4436 -0.1808
N1 -2.3519 -0.6232 0.9131
H1 -0.9816 0.6129 -1.7218
H2 -0.4191 -1.0404 -1.5011
H3 -3.3209 -1.0171 1.1016
C3 2.2771 -0.9100 1.1768
N2 1.8219 -0.1298 0.2664
F1 1.9147 -0.5833 -1.0195
H4 2.2468 -0.6146 2.2143
H5 2.5124 -1.9168 0.8642

***

7.
Here is 2 unconnected molecules or ions with the total composition C3H5FN2 from the Open Molecules 2025 dataset. Energies are from ωB97M-V/def2-TZVPD.

As for the energy above the lowest of the compared OMol25 structures with the same formula, charge and spin: 101.6 kcal per mole. The value obtained for the HOMO energy is -9.65 eV. Its net charge is 0. The lowest unoccupied orbital energy comes out at -0.41 eV. As for the HOMO-LUMO gap: 9.238 eV.

Element x y z (Å)
C1 0.7992 0.6558 1.5781
C2 0.0499 -0.5644 -1.3839
C3 -0.3633 0.0037 1.3016
N1 1.8674 1.0592 1.6457
N2 -0.8283 0.2737 -0.6304
F1 -0.5637 1.6513 -0.8191
H1 0.9199 0.0095 -1.6143
H2 0.3459 -1.3543 -0.7584
H3 -0.4591 -0.9143 -2.2840
H4 -0.4715 -1.1387 1.0804
H5 -1.2964 0.3184 1.8843

***

8.
Here is C3H5FN2 in the gas phase from the Open Molecules 2025 dataset. Energies are from ωB97M-V/def2-TZVPD.

As for the energy above the lowest of the compared OMol25 structures with the same formula, charge and spin: 3.8 kcal per mole. The value obtained for the HOMO energy is -9.00 eV. Its SMILES is [H]/N=C(N)\C=C/F. Its net charge is 0. The lowest unoccupied orbital energy comes out at 0.88 eV. As for the HOMO-LUMO gap: 9.871 eV.

Element x y z (Å)
H1 -2.1212 -1.2162 -0.0662
N1 -2.0570 -0.2062 -0.0790
C1 -0.8054 0.0928 -0.0097
N2 -0.5185 1.4370 0.0807
C2 0.3059 -0.8599 0.0295
C3 1.5925 -0.5680 0.0096
F1 2.0443 0.6981 -0.0778
H2 -1.3126 2.0297 -0.0266
H3 0.4541 1.7408 -0.0324
H4 -0.0292 -1.9080 0.1017
H5 2.4470 -1.2400 0.0702